Model P:
Entry from the OMol25 dataset: a cluster of 2 separate species, C3H11NO in total (ωB97M-V/def2-TZVPD).

Output
Frontier orbital gap ... 10.95 eV

Last column: Löwdin charge in e.
CARTESIAN COORDINATES (ANGSTROEM)
C1 -0.9256 0.4861 -2.0411  -0.084
C2 -0.0277 -0.5774 -1.2504  -0.209
O1 -0.6221 -0.6503 0.1085  -0.259
C3 0.0897 -1.3485 1.1550  -0.118
H1 -0.7166 0.4587 -3.1699  0.082
H2 -0.5976 1.4967 -1.7263  0.060
H3 -2.0511 0.4464 -1.9187  0.082
H4 -0.1110 -1.4667 -1.7450  0.062
H5 1.0577 -0.1905 -1.0865  0.140
H6 -0.3846 -2.3311 1.3304  0.084
H7 1.1071 -1.5789 0.8397  0.079
H8 0.0691 -0.7268 2.0565  0.070
N1 1.2057 1.8574 1.6570  0.041
H9 2.0468 1.5376 2.1206  0.016
H10 0.6990 2.1045 2.4005  -0.062
H11 0.5998 1.0894 1.2509  0.015


Model Q:
Entry from the OMol25 dataset: a cluster of 2 separate species, C3H11NO in total (ωB97M-V/def2-TZVPD).

Output
Frontier orbital gap ... 10.04 eV

Last column: Löwdin charge in e.
CARTESIAN COORDINATES (ANGSTROEM)
C1 -0.7875 -2.0843 1.7118  -0.097
C2 -0.2805 -0.6436 1.8419  -0.351
N1 1.0217 -0.3267 1.2238  -0.026
H1 -1.7029 -2.0845 1.1326  0.063
H2 -0.7469 -2.6535 2.6285  0.062
H3 -0.0650 -2.6049 1.0631  0.068
H4 -0.2640 -0.2643 2.8660  0.099
H5 -1.0477 -0.0333 1.3553  0.085
H6 0.9317 -0.5671 0.2446  0.044
H7 1.1535 0.6757 1.1678  0.053
C3 0.3721 1.5372 -2.7487  -0.202
O1 0.1873 2.8582 -2.3603  -0.082
H8 1.1579 1.0001 -2.2014  0.068
H9 0.6430 1.4391 -3.7973  0.078
H10 -0.4694 0.8335 -2.6611  0.076
H11 -0.1033 2.9183 -1.4667  0.062


Quick look at relative energies in kcal/mol: model P 9.2; model Q 0.0.